Record 1
The following is a quantum chemistry calculation of 2 unconnected molecules or ions with the total composition C2H2FNS in a non-equilibrium geometry, from the OMol25 dataset.

```
! wB97M-V def2-TZVPD RIJCOSX def2/J DEFGRID3
* xyz 0 1
C -0.880 -1.221 0.062
C -1.241 -0.058 0.671
N -0.719 -2.239 -0.432
F -0.511 0.929 -2.602
S -1.603 1.676 -1.643
H -0.462 0.741 1.016
H -2.125 -0.297 1.274
*
```

Results
**HOMO energy**: -0.3532 Eh

Let us look at the Mulliken charges, expressed in e, one per atom: 0.5525 -0.8083 -0.2919 -0.1948 0.1376 0.3525 0.2523

Record 2
The following is a quantum chemistry calculation of a molecular structure, C2H2FNaO in a non-equilibrium geometry, from the OMol25 dataset.

```
! wB97M-V def2-TZVPD RIJCOSX def2/J DEFGRID3
* xyz 0 1
C 0.590 -0.226 0.521
C -0.175 0.807 0.078
O -1.317 0.415 -0.445
H 1.073 -0.368 1.484
F 0.814 -1.294 -0.364
H -0.179 1.666 0.778
Na -0.805 -0.999 -2.052
*
```

Results
**HOMO energy**: -0.2374 Eh

Let us look at the Mulliken charges, expressed in e, one per atom: -0.0762 -0.2602 -0.8545 0.3139 -0.3461 0.2588 0.9643

Frontier orbital gap values (in eV) by entry order: 6.6, 5.6.
Energy relative to the best compared isomer or geometry (same formula, charge and spin) values (in eV) by entry order: 2.8043, 1.6968.